Computed, not measured: a molecular structure, C36H31AsNPS6SbV at a distorted geometry, with wB97M-V/def2-TZVPD.

Summary:
HOMO-LUMO gap (alpha / beta) = 5.583 / 6.037 eV
electronic energy = -7595.84213 a.u.
ΔE to the lowest compared entry with this formula, charge and spin = 71.2 kcal/mol
HOMO (alpha / beta) = -1.79 / -2.25 eV

```
! wB97M-V def2-TZVPD RIJCOSX def2/J DEFGRID3
* xyz -2 3
V 11.3194 13.1134 16.1774
S 10.7200 12.1738 20.3276
Sb 12.3765 13.3042 19.2056
S 12.4476 11.5167 17.2731
S 10.6735 14.5169 17.6634
S 9.5892 12.2629 15.2154
C 9.5074 10.5419 15.5347
C 9.4869 10.0043 16.8086
C 9.3526 8.6263 17.0280
C 9.5018 7.7665 15.8944
C 9.5370 8.2950 14.6263
C 9.4509 9.6751 14.4196
As 9.3861 10.5472 12.6803
C 7.8120 9.8051 11.8198
C 7.4287 8.4743 11.8062
C 6.4973 7.9536 10.8749
C 5.9763 8.7814 9.9059
C 6.3100 10.1665 9.9694
C 7.0638 10.7276 10.9617
C 10.7703 9.3358 11.8475
C 10.7299 9.0350 10.4749
C 11.5625 8.1444 9.8669
C 12.5720 7.4893 10.6338
C 12.6680 7.8398 11.9973
C 11.7393 8.6830 12.6357
H 9.5988 10.6444 17.6545
H 9.2763 8.2042 18.0175
H 9.5331 6.6648 16.0397
H 9.6023 7.6402 13.7408
H 7.7173 7.7451 12.5626
H 6.1915 6.9058 10.9976
H 5.3182 8.3628 9.1406
H 5.8592 10.8342 9.2154
H 7.3745 11.7825 10.9490
H 10.0198 9.5486 9.8519
H 11.4696 7.8899 8.7933
H 13.3923 6.8612 10.1826
H 13.3799 7.3448 12.5600
H 11.8347 8.8170 13.6880
C 14.0924 15.1755 11.0425
C 13.6771 14.8901 12.5254
C 12.3172 15.2649 12.8796
C 11.8982 14.8952 14.1545
N 12.6063 14.0450 14.8904
C 13.8223 13.5014 14.4992
C 14.3963 14.0701 13.3542
H 13.2918 14.8844 10.3736
H 15.0614 14.6834 10.8386
H 14.2699 16.2394 10.8699
H 11.5904 15.9088 12.3419
H 11.0122 15.3764 14.6126
H 14.2824 12.7502 15.1429
H 15.2733 13.5703 13.0347
S 5.5408 17.0368 12.3031
P 7.3396 16.5224 11.7115
S 8.5566 15.2543 12.7556
C 8.2939 18.0181 11.4608
C 9.6710 17.7903 11.1623
C 10.4970 18.8922 10.9459
C 9.9971 20.1664 11.2311
C 8.6296 20.4070 11.3900
C 7.7531 19.2727 11.4786
C 7.3086 15.8673 10.0419
C 7.7961 14.5878 9.7803
C 7.7285 14.0458 8.5140
C 7.3003 14.8355 7.4753
C 6.8388 16.1340 7.7332
C 6.8893 16.6766 9.0239
H 9.9932 16.7493 11.0233
H 11.5557 18.8066 10.6539
H 10.6438 21.0024 11.3099
H 8.2699 21.4551 11.4778
H 6.6632 19.4963 11.5630
H 8.3061 14.0934 10.6101
H 8.0739 12.9967 8.3462
H 7.2908 14.4975 6.4665
H 6.3345 16.6670 6.8761
H 6.4516 17.6401 9.3298
*
```